[1]
This record from the Open Molecules 2025 dataset describes one molecule with the formula C2H5NO in a non-equilibrium geometry. The level of theory is ωB97M-V with the def2-TZVPD basis set.

Summary:
F_max ... 2.347 eV/A
Gap between HOMO and LUMO ... 9.385 eV
LUMO ... 0.8 eV
ΔE to the lowest compared entry with this formula, charge and spin ... 118.4 kcal per mole
HOMO ... -8.63 eV
Total energy ... -209.03362 hartree

Structure (ORCA input):
```
! RIJCOSX wB97M-V def2-TZVPD def2/J DEFGRID3
* xyz 0 1
C 0.988 -1.349 -0.014
C -0.934 0.180 -0.020
N 0.486 -0.167 0.015
O 1.116 1.168 -0.048
H 2.039 1.464 0.172
H 0.172 -2.078 -0.015
H -1.274 0.228 -1.055
H -1.494 -0.591 0.508
H -1.099 1.144 0.456
*
```

Atom-resolved charges from natural (NBO), all expressed in e: -0.128, -0.435, -0.094, -0.649, 0.508, 0.146, 0.211, 0.212, 0.228

***

[2]
This record from the Open Molecules 2025 dataset describes C2H5NO as an isolated structure in a non-equilibrium geometry. The level of theory is ωB97M-V with the def2-TZVPD basis set.

Summary:
F_max ... 4.491 eV/A
Gap between HOMO and LUMO ... 8.773 eV
LUMO ... 0.3 eV
ΔE to the lowest compared entry with this formula, charge and spin ... 96.6 kcal per mole
HOMO ... -8.51 eV
Total energy ... -209.06839 hartree

Structure (ORCA input):
```
! RIJCOSX wB97M-V def2-TZVPD def2/J DEFGRID3
* xyz 0 1
C 0.759 -0.574 0.037
C 0.125 0.742 -0.071
N -1.729 0.542 0.106
O -2.026 -0.591 -0.040
H 1.041 -0.806 1.062
H -0.003 -1.282 0.004
H 1.419 -0.710 -0.799
H 0.191 1.121 -1.027
H 0.223 1.558 0.728
*
```

Atom-resolved charges from natural (NBO), all expressed in e: -0.686, -0.316, 0.191, -0.263, 0.225, 0.233, 0.227, 0.188, 0.201

***

[3]
This record from the Open Molecules 2025 dataset describes one molecule with the formula C2H5NO in a non-equilibrium geometry. The level of theory is ωB97M-V with the def2-TZVPD basis set.

Summary:
F_max ... 2.140 eV/A
Gap between HOMO and LUMO (spin up / spin down) ... 8.617 / 9.819 eV
LUMO (spin up / spin down) ... 1.3 / -0.4 eV
ΔE to the lowest compared entry with this formula, charge and spin ... 13.3 kcal per mole
HOMO (spin up / spin down) ... -7.36 / -10.18 eV
Total energy ... -208.99727 hartree

Structure (ORCA input):
```
! RIJCOSX wB97M-V def2-TZVPD def2/J DEFGRID3
* xyz 0 3
C -2.146 -0.322 0.023
C 1.490 -0.237 0.136
N 0.220 0.006 -0.543
O -0.803 -0.362 0.310
H -2.648 -1.016 0.696
H -2.583 0.404 -0.624
H 1.472 -1.066 0.904
H 2.193 -0.287 -0.662
H 1.842 0.766 0.579
*
```

Atom-resolved charges from natural (NBO), all expressed in e: -0.047, -0.508, -0.011, -0.424, 0.170, 0.165, 0.218, 0.221, 0.214

***

[4]
This record from the Open Molecules 2025 dataset describes one molecule with the formula C2H5NO2 in a non-equilibrium geometry. The level of theory is ωB97M-V with the def2-TZVPD basis set.

Summary:
F_max ... 2.167 eV/A
Gap between HOMO and LUMO ... 10.822 eV
LUMO ... 0.9 eV
ΔE to the lowest compared entry with this formula, charge and spin ... 67.4 kcal per mole
HOMO ... -9.91 eV
Total energy ... -284.35998 hartree

Structure (ORCA input):
```
! RIJCOSX wB97M-V def2-TZVPD def2/J DEFGRID3
* xyz 0 1
C -1.523 -0.582 0.301
O -0.917 0.420 -0.543
N 0.177 0.980 0.135
C 1.315 0.177 0.144
O 1.283 -1.003 -0.188
H -2.441 -0.850 -0.238
H -1.714 -0.068 1.286
H -0.950 -1.584 0.385
H 0.086 1.985 0.144
H 2.098 0.753 0.658
*
```

Atom-resolved charges from natural (NBO), all expressed in e: -0.276, -0.381, -0.364, 0.498, -0.582, 0.195, 0.180, 0.209, 0.398, 0.120

***

[5]
This record from the Open Molecules 2025 dataset describes one molecule with the formula C2H5NO2 in a non-equilibrium geometry. The level of theory is ωB97M-V with the def2-TZVPD basis set.

Summary:
F_max ... 2.812 eV/A
Gap between HOMO and LUMO ... 10.442 eV
LUMO ... 0.6 eV
ΔE to the lowest compared entry with this formula, charge and spin ... 17.0 kcal per mole
HOMO ... -9.87 eV
Total energy ... -284.44033 hartree

Structure (ORCA input):
```
! RIJCOSX wB97M-V def2-TZVPD def2/J DEFGRID3
* xyz 0 1
N 1.326 -0.134 -0.949
C 0.485 0.205 0.212
C -0.989 -0.238 0.069
O -1.457 -1.042 -0.693
O -1.856 0.370 0.979
H 1.664 -1.163 -0.808
H 0.838 -0.083 -1.859
H 0.943 -0.210 1.123
H 0.469 1.334 0.291
H -1.424 0.961 1.634
*
```

Atom-resolved charges from natural (NBO), all expressed in e: -0.829, -0.346, 0.769, -0.551, -0.702, 0.365, 0.378, 0.228, 0.205, 0.483

***

[6]
This record from the Open Molecules 2025 dataset describes C2H5NO2 as an isolated structure in a non-equilibrium geometry. The level of theory is ωB97M-V with the def2-TZVPD basis set.

Summary:
F_max ... 3.103 eV/A
Gap between HOMO and LUMO ... 10.786 eV
LUMO ... 0.8 eV
ΔE to the lowest compared entry with this formula, charge and spin ... 65.4 kcal per mole
HOMO ... -9.96 eV
Total energy ... -284.36307 hartree

Structure (ORCA input):
```
! RIJCOSX wB97M-V def2-TZVPD def2/J DEFGRID3
* xyz 0 1
C 0.103 -0.307 1.066
N 0.845 0.428 0.219
C 0.376 0.249 -1.202
O -1.344 -0.068 0.003
O 0.418 1.173 -1.968
H -2.015 -0.758 -0.081
H 0.940 1.411 0.452
H 0.194 -1.379 0.906
H -0.019 0.060 2.085
H 0.500 -0.809 -1.480
*
```

Atom-resolved charges from natural (NBO), all expressed in e: 0.138, -0.668, 0.597, -0.875, -0.566, 0.466, 0.393, 0.184, 0.211, 0.121

***

[7]
This record from the Open Molecules 2025 dataset describes one molecule with the formula C2H5NO2 in a non-equilibrium geometry. The level of theory is ωB97M-V with the def2-TZVPD basis set.

Summary:
F_max ... 3.947 eV/A
Gap between HOMO and LUMO ... 10.648 eV
LUMO ... 0.7 eV
ΔE to the lowest compared entry with this formula, charge and spin ... 81.8 kcal per mole
HOMO ... -9.99 eV
Total energy ... -284.33700 hartree

Structure (ORCA input):
```
! RIJCOSX wB97M-V def2-TZVPD def2/J DEFGRID3
* xyz 0 1
O 2.559 0.074 0.097
C 1.423 -0.334 -0.153
C 0.220 0.545 -0.177
N -0.780 -0.134 0.592
O -2.044 -0.150 -0.082
H 1.398 -1.425 -0.444
H 0.544 1.620 0.326
H -0.175 0.690 -1.206
H -0.420 -1.120 0.534
H -2.725 0.234 0.513
*
```

Atom-resolved charges from natural (NBO), all expressed in e: -0.496, 0.384, -0.354, -0.318, -0.598, 0.127, 0.216, 0.238, 0.325, 0.477

***

[8]
This record from the Open Molecules 2025 dataset describes one molecule with the formula C2H5NO2 in a non-equilibrium geometry. The level of theory is ωB97M-V with the def2-TZVPD basis set.

Summary:
F_max ... 3.126 eV/A
Gap between HOMO and LUMO ... 10.326 eV
LUMO ... 0.8 eV
ΔE to the lowest compared entry with this formula, charge and spin ... 66.3 kcal per mole
HOMO ... -9.52 eV
Total energy ... -284.36169 hartree

Structure (ORCA input):
```
! RIJCOSX wB97M-V def2-TZVPD def2/J DEFGRID3
* xyz 0 1
C 0.689 -0.886 -0.610
N -0.256 -0.186 0.212
O 0.292 -0.034 1.522
C -0.968 0.935 -0.071
O -1.380 1.689 0.785
H 0.784 -2.056 -0.318
H 1.812 -0.391 -0.604
H 0.292 -0.820 -1.689
H -0.228 0.679 1.938
H -1.037 1.071 -1.164
*
```

Atom-resolved charges from natural (NBO), all expressed in e: -0.440, -0.168, -0.575, 0.507, -0.605, 0.231, 0.211, 0.219, 0.495, 0.123

***

[9]
This record from the Open Molecules 2025 dataset describes a 2-piece molecular cluster, C2H5NO2 overall in a non-equilibrium geometry. The level of theory is ωB97M-V with the def2-TZVPD basis set.

Summary:
F_max ... 2.785 eV/A
Gap between HOMO and LUMO (spin up / spin down) ... 8.700 / 8.869 eV
LUMO (spin up / spin down) ... 0.5 / 0.7 eV
ΔE to the lowest compared entry with this formula, charge and spin ... 148.7 kcal per mole
HOMO (spin up / spin down) ... -8.17 / -8.17 eV
Total energy ... -284.23047 hartree

Structure (ORCA input):
```
! RIJCOSX wB97M-V def2-TZVPD def2/J DEFGRID3
* xyz 0 1
C 2.019 0.336 0.090
C -1.529 -0.295 -0.077
N -0.956 1.913 0.474
O 1.697 1.067 -0.823
O -1.671 1.213 -0.238
H 2.656 0.672 0.915
H 1.618 -0.755 0.115
H -1.421 -0.531 -1.198
H -2.433 -0.645 0.303
H -0.780 -0.625 0.655
*
```

Atom-resolved charges from natural (NBO), all expressed in e: 0.273, -0.300, -0.038, -0.494, -0.266, 0.124, 0.097, 0.213, 0.191, 0.200

***

[10]
This record from the Open Molecules 2025 dataset describes a 2-piece molecular cluster, C2H5NO2S overall in a non-equilibrium geometry. The level of theory is ωB97M-V with the def2-TZVPD basis set.

Summary:
F_max ... 3.034 eV/A
Gap between HOMO and LUMO ... 8.497 eV
LUMO ... 0.0 eV
ΔE to the lowest compared entry with this formula, charge and spin ... 128.7 kcal per mole
HOMO ... -8.53 eV
Total energy ... -682.43448 hartree

Structure (ORCA input):
```
! RIJCOSX wB97M-V def2-TZVPD def2/J DEFGRID3
* xyz 0 1
C 1.028 -1.432 -1.147
N 0.300 -1.684 -0.146
O 0.430 -1.221 0.955
O -0.938 -2.383 -0.467
H 1.722 -0.586 -0.939
H 0.722 -1.852 -2.091
H -1.540 -2.401 0.336
C 0.215 1.306 1.829
S 1.121 2.568 1.457
H -1.001 1.384 1.837
H 0.651 0.343 2.206
*
```

Atom-resolved charges from natural (NBO), all expressed in e: -0.254, 0.383, -0.480, -0.584, 0.234, 0.220, 0.494, -0.485, 0.060, 0.191, 0.222